Record 1
The following is a quantum chemistry calculation of one molecule with the formula C4H8O2, from OMol25.

The geometry in XYZ format:
```
14
C4H8O2 (wB97M-V/def2-TZVPD)
O -0.949 -1.081 0.364
O -0.255 1.916 1.059
C 0.284 -0.312 0.097
C -1.846 -0.434 1.033
C 0.045 1.189 -0.098
C 0.918 -0.949 -1.120
H -0.716 1.326 -0.886
H 0.876 -0.467 1.002
H -1.105 1.542 1.361
H -2.652 -1.176 1.215
H 0.986 1.599 -0.483
H 1.900 -0.504 -1.306
H 0.290 -0.787 -2.003
H 1.041 -2.025 -0.972
```

* ΔE to the lowest compared entry with this formula, charge and spin: 356.8 kJ/mol
* DFT total energy: -8369.5834 eV
* Kohn-Sham gap: 9.39 eV
* E_LUMO: 0.52 eV
* 2S+1: 1

---

Record 2
The following is a quantum chemistry calculation of one molecule with the formula C8H8BrClN2OS in a non-equilibrium geometry, from OMol25.

The geometry in XYZ format:
```
22
C8H8BrClN2OS (wB97M-V/def2-TZVPD)
Br 4.247 -1.127 0.187
Cl 2.920 1.693 -0.942
S -1.287 -0.695 -1.009
O -0.152 -0.674 -1.935
N 0.632 0.906 0.077
N 0.268 -1.062 1.282
C -1.449 -2.469 -0.473
C -2.462 2.525 0.422
C 2.341 -0.562 0.415
C 1.493 -1.307 1.160
C -0.351 -0.070 0.596
C 0.024 2.236 -0.386
C -1.335 2.293 0.107
C 1.890 0.567 -0.148
H -1.179 0.445 1.031
H 1.909 -2.180 1.774
H -2.166 -2.495 0.384
H -3.478 2.584 0.440
H -1.844 -2.894 -1.400
H 0.686 2.917 0.031
H -0.232 2.133 -1.535
H -0.476 -2.765 -0.079
```

* ΔE to the lowest compared entry with this formula, charge and spin: 153.7 kJ/mol
* DFT total energy: -106848.2650 eV
* Kohn-Sham gap: 8.07 eV
* E_LUMO: 0.32 eV
* 2S+1: 1